Entry 1:
Formula: C2H5O3P
Source: the Open Molecules 2025 dataset
Level of theory: ωB97M-V/def2-TZVPD

Energy relative to the best compared isomer or geometry (same formula, charge and spin), eV: 3.7367
Maximum force, Eh/bohr: 0.0628
Kohn-Sham gap (alpha / beta), eV: 8.74 / 7.83
E_LUMO (alpha / beta), eV: -1.019 / -2.075
Energy, eV: -17583.586
Net charge: 0
HOMO level (alpha / beta), eV: -9.8 / -9.9

CARTESIAN COORDINATES (ANGSTROEM)
C (1.42, 0.48, 1.35)
C (-1.80, 0.39, -1.45)
O (0.58, -2.45, -0.05)
O (0.38, -0.40, 1.69)
O (1.73, -0.04, 0.06)
P (0.34, -1.00, 0.05)
H (1.04, 1.41, 1.23)
H (2.24, 0.49, 2.01)
H (-2.66, 0.59, -0.75)
H (-1.25, 1.14, -2.15)
H (-2.03, -0.61, -1.98)

---

Entry 2:
Formula: C5H8O
Source: the Open Molecules 2025 dataset
Level of theory: ωB97M-V/def2-TZVPD

Energy relative to the best compared isomer or geometry (same formula, charge and spin), eV: 2.4668
Maximum force, Eh/bohr: 0.0266
Kohn-Sham gap, eV: 9.61
E_LUMO, eV: 0.988
Energy, eV: -7359.788
Net charge: 0
HOMO level, eV: -8.6

CARTESIAN COORDINATES (ANGSTROEM)
C (-0.20, 1.12, 0.78)
C (1.04, 0.88, 0.37)
C (1.34, -0.51, -0.12)
O (0.36, -1.45, 0.27)
C (-0.95, -1.11, -0.15)
C (-1.08, 0.40, -0.20)
H (-0.50, 1.99, 1.37)
H (1.75, 1.68, 0.19)
H (2.25, -0.81, 0.42)
H (1.55, -0.58, -1.20)
H (-1.65, -1.55, 0.57)
H (-1.16, -1.54, -1.14)
H (-0.69, 0.70, -1.19)
H (-2.07, 0.82, -0.16)

---

Entry 3:
Formula: C5H36N2O11
Source: the Open Molecules 2025 dataset
Level of theory: ωB97M-V/def2-TZVPD

Energy relative to the best compared isomer or geometry (same formula, charge and spin), eV: 1.5383
Maximum force, Eh/bohr: 0.0512
Kohn-Sham gap, eV: 8.91
E_LUMO, eV: 0.014
Energy, eV: -31272.344
Net charge: 0
HOMO level, eV: -8.9

CARTESIAN COORDINATES (ANGSTROEM)
C (3.98, -0.62, -0.81)
C (2.47, -0.88, -0.61)
C (1.59, 0.19, -1.21)
C (2.06, -1.21, 0.84)
N (2.90, -2.25, 1.42)
C (2.07, 0.00, 1.82)
N (1.36, -0.35, 3.05)
H (4.27, 0.23, -1.43)
H (4.52, -0.51, 0.12)
H (4.43, -1.40, -1.42)
H (2.34, -1.89, -1.04)
H (0.57, 0.19, -0.83)
H (2.06, 1.17, -1.15)
H (1.36, 0.09, -2.27)
H (1.03, -1.56, 0.81)
H (2.48, -2.54, 2.29)
H (3.76, -1.87, 1.80)
H (3.11, 0.21, 2.06)
H (1.59, 0.88, 1.35)
H (1.49, 0.42, 3.69)
H (0.41, -0.65, 2.95)
O (-2.34, 2.19, 2.05)
H (-1.61, 1.89, 2.59)
H (-2.76, 1.41, 1.68)
O (0.51, 3.20, 1.18)
H (-0.03, 3.86, 0.73)
H (-0.08, 2.43, 1.20)
O (-1.67, -0.60, 1.51)
H (-1.66, -1.03, 0.63)
H (-2.57, -0.81, 1.80)
O (-3.02, -0.76, -3.30)
H (-2.32, -1.21, -3.80)
H (-2.63, 0.12, -3.15)
O (-1.38, 1.42, -2.90)
H (-0.49, 1.19, -3.15)
H (-1.40, 1.71, -1.95)
O (-2.84, -1.62, -0.80)
H (-2.85, -1.40, -1.78)
H (-3.18, -2.51, -0.72)
O (-3.80, 0.55, 0.23)
H (-4.49, 1.15, -0.07)
H (-3.62, -0.24, -0.30)
O (-1.67, 2.05, -0.37)
H (-2.47, 1.51, -0.16)
H (-1.85, 2.97, -0.20)
O (-0.27, -2.26, -2.96)
H (0.60, -1.85, -2.91)
H (-0.28, -2.95, -2.29)
O (2.95, 3.31, 2.04)
H (3.12, 3.06, 1.13)
H (1.99, 3.52, 2.02)
O (0.03, -3.28, -0.31)
H (0.68, -3.63, 0.30)
H (-0.41, -2.45, -0.23)

---

Entry 4:
Formula: C23H25F6OS
Source: the Open Molecules 2025 dataset
Level of theory: ωB97M-V/def2-TZVPD

Maximum force, Eh/bohr: 0.0678
Kohn-Sham gap, eV: 3.80
E_LUMO, eV: 0.612
Energy, eV: -53446.674
Net charge: -1
HOMO level, eV: -3.2

CARTESIAN COORDINATES (ANGSTROEM)
C (3.34, 2.05, 2.29)
C (2.64, 0.81, 1.72)
C (3.65, 0.04, 0.88)
C (2.20, -0.08, 2.88)
C (1.41, 1.23, 0.87)
C (1.28, 0.91, -0.45)
C (0.13, 1.29, -1.24)
C (0.04, 0.93, -2.58)
C (-1.03, 1.35, -3.47)
F (-0.86, 0.86, -4.74)
F (-2.29, 0.94, -3.07)
F (-1.13, 2.73, -3.61)
C (-0.90, 2.05, -0.59)
C (-0.84, 2.40, 0.73)
C (-1.98, 3.20, 1.40)
C (-2.60, 2.38, 2.55)
C (-3.10, 3.52, 0.41)
C (-1.45, 4.53, 1.95)
C (0.33, 2.00, 1.53)
O (0.41, 2.30, 2.75)
H (2.67, 2.59, 2.96)
H (4.23, 1.75, 2.85)
H (3.65, 2.71, 1.47)
H (3.21, -0.88, 0.48)
H (4.03, 0.65, 0.06)
H (4.51, -0.24, 1.51)
H (1.68, -0.97, 2.49)
H (3.08, -0.41, 3.45)
H (1.52, 0.46, 3.55)
H (2.06, 0.35, -0.97)
H (0.82, 0.36, -3.05)
H (-1.76, 2.34, -1.19)
H (-1.85, 2.19, 3.32)
H (-3.44, 2.94, 2.99)
H (-2.97, 1.43, 2.16)
H (-2.72, 4.13, -0.42)
H (-3.55, 2.60, 0.01)
H (-3.89, 4.08, 0.91)
H (-1.01, 5.11, 1.14)
H (-2.28, 5.10, 2.39)
H (-0.70, 4.34, 2.72)
F (1.57, -6.63, -0.31)
C (1.04, -6.69, -1.57)
F (2.08, -6.64, -2.45)
F (0.46, -7.93, -1.70)
C (0.04, -5.59, -1.82)
C (-0.14, -5.10, -3.12)
C (-1.05, -4.10, -3.35)
C (-1.81, -3.54, -2.28)
S (-2.86, -2.29, -2.53)
C (-1.63, -4.09, -0.97)
C (-0.71, -5.09, -0.75)
H (0.45, -5.52, -3.94)
H (-1.20, -3.70, -4.35)
H (-2.22, -3.69, -0.15)
H (-0.56, -5.50, 0.25)

---

Entry 5:
Formula: C4H6N2OS
Source: the Open Molecules 2025 dataset
Level of theory: ωB97M-V/def2-TZVPD

Energy relative to the best compared isomer or geometry (same formula, charge and spin), eV: 1.7296
Maximum force, Eh/bohr: 0.0391
Kohn-Sham gap, eV: 9.17
E_LUMO, eV: 0.775
Energy, eV: -20107.612
Net charge: 0
HOMO level, eV: -8.4

CARTESIAN COORDINATES (ANGSTROEM)
C (-2.34, -0.99, 0.05)
C (-0.96, -0.51, -0.06)
N (-0.54, 0.68, 0.00)
N (0.80, 0.54, -0.14)
C (1.62, 1.67, 0.00)
C (1.19, -0.78, -0.13)
S (2.67, -1.45, 0.03)
O (0.03, -1.44, -0.14)
H (-2.41, -1.65, 0.93)
H (-2.61, -1.62, -0.82)
H (-2.99, -0.16, 0.09)
H (2.15, 1.80, -0.95)
H (0.99, 2.49, 0.36)
H (2.39, 1.42, 0.77)

---

Entry 6:
Formula: C5H12NO
Source: the Open Molecules 2025 dataset
Level of theory: ωB97M-V/def2-TZVPD

Energy relative to the best compared isomer or geometry (same formula, charge and spin), eV: 2.8393
Maximum force, Eh/bohr: 0.0880
Kohn-Sham gap, eV: 8.43
E_LUMO, eV: -5.544
Energy, eV: -8907.790
Net charge: +1
HOMO level, eV: -14.0

CARTESIAN COORDINATES (ANGSTROEM)
C (-0.05, -0.54, 2.59)
C (0.58, 0.40, 1.53)
C (-0.14, 0.61, 0.22)
C (0.30, 1.63, -0.54)
C (-1.54, -0.36, -1.33)
N (-1.36, -0.11, -0.05)
H (0.52, -0.58, 3.45)
H (-1.03, -0.23, 2.88)
H (-0.15, -1.52, 2.01)
H (0.93, 1.34, 1.94)
H (1.61, -0.01, 1.52)
H (1.33, 2.06, -0.42)
H (0.11, 1.93, -1.60)
H (-2.50, -0.66, -1.62)
H (-0.71, -0.54, -2.09)
H (-2.13, 0.08, 0.58)
H (1.27, -0.44, -3.24)
H (1.68, -1.86, -3.23)
O (1.27, -1.20, -2.61)